1.
# C2H16O5

6 unconnected molecules or ions with the total composition C2H16O5 (wB97M-V/def2-TZVPD, OMol25).

As for the lowest unoccupied orbital energy (spin up / spin down): 0.1244 / 0.1179 Eh. Its gap between HOMO and LUMO (spin up / spin down) is 0.10723 / 0.39788 hartree. For the maximum force, the calculation gives 2.62 eV/Å. As for the charge: -1. The multiplicity is 2. The value obtained for the energy above the lowest of the compared OMol25 structures with the same formula, charge and spin is 3.8 kcal/mol.

XYZ file:
```
23
Properties=species:S:1:pos:R:3:forces:R:3
H 1.201 1.002 1.601 -0.3 0.2 -0.1
H -0.046 2.264 3.500 0.7 -0.3 -0.1
H -0.249 0.642 0.789 -0.5 0.3 -0.1
H -0.359 -4.282 -2.082 0.8 0.1 0.0
H -1.143 0.954 3.005 0.4 -0.1 0.2
C 0.201 1.434 1.378 2.3 -0.4 0.3
H -1.022 -1.590 -3.573 0.0 0.6 -0.2
H -1.835 -1.309 0.004 0.3 -0.2 0.4
H 1.464 3.270 2.597 1.2 -0.4 0.3
H 2.834 2.565 3.023 -0.4 -0.4 -0.2
O -1.500 -1.634 0.864 -0.5 0.1 -0.4
O 2.383 3.402 2.917 -0.7 0.9 -0.1
O -0.215 1.072 -2.775 0.1 0.1 0.0
H -0.524 -0.890 -2.264 -0.2 0.4 -0.6
H -0.576 1.946 -3.021 -0.1 -0.1 0.1
C -0.519 1.780 2.652 -2.5 0.6 -0.5
H -2.304 -1.765 1.385 0.2 0.0 -0.1
O 0.595 -4.207 -1.877 -0.9 -1.3 -0.3
H 0.442 1.292 -2.087 0.0 0.0 -0.1
H 0.619 -3.358 -1.464 0.1 1.1 0.3
O -0.664 -1.740 -2.702 0.1 -0.9 0.9
H -1.278 2.518 2.328 0.0 -0.1 0.4
H 0.392 2.324 0.771 -0.1 -0.3 -0.2
```
Positions in Å, forces in eV/Å.

=====

2.
# C21H25N5O3OsS2

A molecular structure, C21H25N5O3OsS2 (wB97M-V/def2-TZVPD, OMol25).

As for the lowest unoccupied orbital energy (spin up / spin down): -0.2592 / -0.3018 Eh. Its gap between HOMO and LUMO (spin up / spin down) is 0.28000 / 0.23692 hartree. For the maximum force, the calculation gives 0.89 eV/Å. As for the charge: +2. The multiplicity is 5. The value obtained for the energy above the lowest of the compared OMol25 structures with the same formula, charge and spin is 11.3 kcal/mol.

XYZ file:
```
57
Properties=species:S:1:pos:R:3:forces:R:3
C 3.288 2.453 -3.650 0.0 0.0 0.0
C -3.831 -1.394 -1.000 0.1 -0.2 -0.1
N 1.327 0.575 -2.237 0.0 -0.1 -0.1
H 3.526 1.492 -4.095 0.0 0.0 0.0
N 2.917 2.308 -2.238 0.0 0.1 0.1
C -2.671 -0.653 -1.130 0.3 0.2 -0.1
H -5.914 0.485 -2.829 0.0 0.0 0.0
N -2.040 1.403 4.242 0.1 0.1 -0.1
C -2.121 -0.942 3.384 -0.1 0.0 -0.1
C 1.239 0.206 -3.657 0.0 0.0 0.0
H -1.502 -1.592 2.768 0.0 0.1 0.1
H 2.118 -0.344 -3.987 0.0 0.0 0.0
C -0.387 2.273 3.112 -0.2 -0.1 0.1
H 1.761 -2.270 -0.398 0.0 -0.1 -0.1
H 3.843 -1.532 -1.530 0.0 0.0 0.0
Os 0.578 0.077 1.207 -0.1 -0.1 0.3
C -5.014 -1.017 -1.596 0.0 0.0 0.0
H 0.743 0.008 -1.634 0.0 0.1 0.1
H 4.179 3.072 -3.676 0.0 0.0 0.0
O -0.328 -0.821 -0.321 -0.3 0.4 -0.6
C 3.674 -1.293 -0.489 0.0 0.0 0.0
S 1.941 1.766 0.101 -0.1 0.0 -0.1
C 2.054 1.498 -1.644 -0.1 0.0 0.1
C -5.007 0.160 -2.341 0.1 0.0 0.0
H 0.988 -1.678 3.248 0.1 0.0 0.0
S -3.459 -2.786 0.042 -0.7 0.0 0.3
C 1.018 -1.748 2.164 0.4 0.2 -0.2
H -5.912 -1.607 -1.491 0.0 0.0 0.0
H 3.174 -0.545 3.280 0.0 0.0 0.0
C 4.469 -0.334 1.591 0.0 0.0 -0.1
C -1.577 -1.316 -0.379 -0.1 -0.1 0.1
H 0.373 -0.444 -3.755 0.0 0.0 0.0
N -1.850 -2.390 0.241 0.4 -0.2 0.2
H 0.415 -2.554 1.754 0.0 0.0 -0.1
H -2.194 -1.364 4.385 0.0 -0.1 0.0
H 3.360 2.964 -1.611 0.0 0.0 0.0
C -1.313 2.563 4.048 0.0 -0.1 -0.1
O -4.085 -2.587 1.316 0.1 0.0 -0.1
H -3.877 1.843 -3.038 0.0 0.0 0.0
H 1.084 1.074 -4.288 0.0 0.0 0.0
C -2.668 0.526 -1.855 0.1 0.1 0.0
H 5.243 0.179 2.143 0.0 0.0 0.0
C 2.509 -1.702 0.137 0.0 -0.1 0.1
H 5.558 -0.302 -0.257 0.0 0.0 0.0
H -1.777 1.139 -1.936 0.0 -0.1 0.0
H -2.815 1.293 4.880 0.0 0.0 0.0
C -1.574 0.435 3.447 -0.2 -0.2 0.1
C 3.319 -0.737 2.223 -0.2 0.1 0.2
C -3.850 0.927 -2.465 -0.1 -0.1 0.1
H -1.515 3.472 4.585 0.0 0.0 0.0
H -3.117 -0.950 2.932 0.0 0.0 0.1
C 2.306 -1.435 1.515 -0.2 -0.3 0.3
C 4.642 -0.606 0.231 0.0 0.0 0.1
N -0.560 0.932 2.742 0.7 0.3 -0.4
O -3.570 -4.025 -0.646 0.1 0.1 0.0
H 0.374 2.896 2.679 0.0 0.0 0.0
H 2.508 2.951 -4.221 0.0 0.0 0.0
```
Positions in Å, forces in eV/Å.

=====

3.
# C5H33N2O11

11 unconnected molecules or ions with the total composition C5H33N2O11 (wB97M-V/def2-TZVPD, OMol25).

As for the lowest unoccupied orbital energy: -0.0871 Eh. Its gap between HOMO and LUMO is 0.40871 hartree. For the maximum force, the calculation gives 5.96 eV/Å. As for the charge: +1. The multiplicity is 1. The value obtained for the energy above the lowest of the compared OMol25 structures with the same formula, charge and spin is 78.8 kcal/mol.

XYZ file:
```
51
Properties=species:S:1:pos:R:3:forces:R:3
C 1.860 -1.656 -0.092 -2.3 -1.6 0.0
N -0.608 -2.416 0.145 4.6 1.3 3.4
H -2.577 -3.521 -2.286 0.7 0.7 2.7
H 2.288 -0.832 0.309 1.6 3.4 0.1
O -3.360 -0.534 -1.164 0.6 1.2 2.0
O -2.448 -3.138 -1.329 -1.1 -1.9 -3.7
H -1.505 -2.316 -0.202 -2.2 0.8 -0.8
H -0.290 -1.749 3.756 -0.7 -1.7 -1.1
O -1.393 -0.479 4.463 2.1 -0.3 2.0
C 0.416 -1.371 -0.383 -3.0 2.0 0.3
O -0.303 -2.551 3.135 -0.6 -0.6 1.0
O -2.307 2.407 1.126 0.2 1.3 -1.0
H -3.172 -2.509 -1.350 -0.4 0.7 0.2
H 4.205 2.600 0.632 0.0 0.0 0.2
C 2.170 -1.547 -2.540 0.9 -1.3 -3.0
H 1.254 -1.078 -2.785 -1.4 -0.1 0.3
H -0.541 -2.337 1.252 -0.4 -0.6 -1.8
H 1.292 1.314 -0.632 1.4 0.0 -0.8
O -0.056 3.471 -2.372 -1.0 -4.9 0.8
H -0.556 4.242 -2.495 -1.3 1.6 -0.2
H -3.182 -0.603 -0.179 -0.4 -0.1 -1.6
H 2.490 1.126 2.123 0.5 -0.7 0.3
H -2.349 1.450 1.168 0.1 -0.2 0.8
C -0.166 0.016 0.066 0.8 1.2 2.0
H 2.303 -2.373 -3.235 -0.3 0.3 -1.0
H -3.807 1.992 -1.902 -0.6 0.3 -0.2
H -1.804 -0.045 3.741 -0.2 1.0 -1.1
O 3.268 2.433 0.486 0.0 0.0 -2.1
H -0.742 2.645 -2.276 2.2 3.3 -0.5
H 2.836 -0.806 -2.926 1.1 0.5 0.5
O -2.879 2.168 -1.773 0.1 -2.4 -5.1
H -0.094 2.099 0.142 1.2 -2.1 -0.4
H -3.067 0.417 -1.288 -0.2 -1.3 -0.4
H 3.650 -2.086 -1.085 -2.4 -1.0 -0.8
H 1.964 -2.169 0.853 -0.3 -1.3 0.1
C 2.478 -2.264 -1.306 4.1 0.8 3.2
H 3.201 2.429 -0.538 0.1 0.0 2.0
H 0.136 -1.155 -1.426 0.6 -1.3 -0.1
H 1.644 2.893 -1.864 1.9 -1.4 -1.5
H -0.350 -3.339 -0.182 0.4 -0.3 0.2
H -2.775 2.522 -0.971 0.5 2.4 5.4
H 2.304 -3.341 -1.254 0.0 0.1 -0.7
O 2.703 0.302 2.620 -0.9 0.5 -0.7
H 3.471 0.503 3.146 0.4 0.2 0.2
H -0.813 -3.297 3.590 1.1 1.9 -0.7
H 2.701 2.573 -2.991 0.5 0.7 -1.6
N 0.461 1.215 -0.129 -2.3 0.1 0.6
O 2.426 2.260 -2.158 -2.5 0.9 2.9
H -2.647 2.923 1.861 -0.2 -0.7 0.1
H -0.561 -0.003 4.751 -1.7 -0.3 -0.7
O -1.204 0.057 0.712 -1.1 -1.2 0.1
```
Positions in Å, forces in eV/Å.

=====

4.
# C6H12Si

A single C6H12Si molecule (wB97M-V/def2-TZVPD, OMol25).

As for the lowest unoccupied orbital energy (spin up / spin down): 0.0118 / 0.0298 Eh. Its gap between HOMO and LUMO (spin up / spin down) is 0.27132 / 0.27956 hartree. For the maximum force, the calculation gives 7.68 eV/Å. The multiplicity is 1. The value obtained for the energy above the lowest of the compared OMol25 structures with the same formula, charge and spin is 135.6 kcal/mol. The SMILES is CC(C)=C1C[Si@@H]1C.

XYZ file:
```
19
Properties=species:S:1:pos:R:3:forces:R:3
C 2.074 -1.587 0.234 -0.5 0.8 -1.4
H 2.970 -1.361 0.801 0.5 -0.4 -0.3
H -4.262 -0.635 -0.182 0.7 0.1 0.2
C 1.446 -0.219 0.017 -5.8 1.5 2.2
C 2.326 0.956 -0.325 0.1 -3.2 0.4
H -3.532 0.509 0.945 0.2 -0.3 0.2
C -3.370 -0.457 0.463 0.1 0.4 -2.2
C -0.745 1.536 0.090 -1.5 0.4 -1.8
H 1.583 -2.421 0.700 -1.0 0.3 0.7
H 2.242 -2.019 -0.772 0.8 0.3 0.3
H -1.386 2.111 0.798 0.4 -0.6 -0.6
H 3.312 0.922 0.074 1.2 -0.9 0.1
H -0.331 2.096 -0.761 0.0 0.2 0.6
C -0.214 0.272 0.404 6.4 -4.1 -0.9
Si -1.690 -0.337 -0.532 0.2 1.8 1.7
H 1.982 1.731 0.230 -1.7 3.1 0.6
H 2.374 0.984 -1.381 0.0 1.0 -1.2
H -1.467 -0.804 -1.936 -0.3 0.2 0.4
H -3.312 -1.279 1.132 0.1 -0.5 0.9
```
Positions in Å, forces in eV/Å.

=====

5.
# C26H30BCl3F5NO4PS

3 unconnected molecules or ions with the total composition C26H30BCl3F5NO4PS (wB97M-V/def2-TZVPD, OMol25).

As for the lowest unoccupied orbital energy: 0.0930 Eh. Its gap between HOMO and LUMO is 0.26480 hartree. For the maximum force, the calculation gives 1.19 eV/Å. As for the charge: -1. The multiplicity is 1.

XYZ file:
```
72
Properties=species:S:1:pos:R:3:forces:R:3
F -3.933 0.721 2.814 -0.2 -0.5 0.0
F -2.556 3.637 1.431 0.2 0.2 0.0
C -3.004 2.362 1.438 -0.2 -0.1 -0.3
C -2.715 -6.060 -2.563 0.0 0.0 0.0
C -0.362 1.492 7.361 0.0 0.0 0.0
C 4.112 1.803 -0.322 -0.1 0.8 0.1
H 2.404 0.220 -3.474 0.0 0.1 0.1
H 3.043 -3.530 -1.180 0.0 0.1 0.0
C 1.991 -2.417 0.347 0.1 -0.3 0.1
H -1.488 -0.070 0.566 0.2 0.1 0.1
C -1.426 -0.366 -1.968 -0.1 0.0 -0.1
H -3.558 0.724 0.315 0.0 0.1 -0.2
C -2.659 -5.950 -4.961 0.0 0.0 0.0
Cl 1.954 1.830 1.324 0.0 0.1 0.0
H -4.127 -7.046 -3.844 0.0 0.0 0.0
C 4.799 2.978 0.398 -0.1 -0.2 0.2
H 4.458 1.785 -1.357 0.0 -0.2 0.0
H -1.063 -4.755 -5.800 0.0 0.0 0.0
Cl 4.669 0.284 0.448 0.1 -0.3 -0.2
C -2.313 2.340 -3.417 0.4 -0.4 -0.1
C -1.537 -5.135 -4.906 0.0 0.0 -0.1
C -0.432 2.118 5.042 0.0 0.0 0.0
H 2.388 -1.713 1.080 -0.1 0.1 -0.1
C -0.677 0.741 -1.185 -0.3 -0.1 0.2
H 1.318 0.260 7.939 0.0 0.0 0.0
H -0.765 -1.232 -2.038 0.0 0.1 0.0
C 2.590 1.921 -0.375 0.3 -0.2 -0.2
H 1.961 -3.400 0.832 0.0 0.1 0.0
C -1.023 -4.801 -3.667 0.0 0.0 0.0
C 0.747 1.424 4.806 0.0 0.0 -0.1
Cl 0.257 4.871 -2.754 0.1 0.1 0.0
F 0.058 -4.016 -3.601 0.0 0.0 -0.1
C 2.861 -2.482 -0.923 -0.1 -0.3 0.4
C 2.589 -0.041 -2.426 0.0 0.3 0.2
H -1.154 -4.962 -1.544 0.0 0.0 0.0
H -0.748 1.487 0.847 0.1 0.1 -0.1
H -0.790 1.519 8.355 0.0 0.0 0.0
O 0.969 1.967 -2.362 0.1 0.0 -0.1
H -2.339 -0.675 -1.449 0.1 0.1 0.0
H -1.907 2.698 6.487 0.0 0.0 0.0
H 3.842 -2.042 -0.746 0.0 0.1 -0.1
H -2.181 4.701 -0.567 -0.2 -0.1 0.0
C -3.250 -6.414 -3.794 0.0 0.0 0.0
F -3.447 2.628 3.706 -0.2 0.4 0.5
H -3.176 -6.415 -1.650 0.0 0.0 0.0
C -0.382 2.048 -2.056 0.9 -0.3 -0.7
H 2.426 2.969 -0.649 -0.1 -0.1 0.0
H -0.919 2.631 4.224 0.0 0.0 0.0
C -1.403 0.944 0.165 -0.3 0.2 -0.1
H -3.072 -6.223 -5.923 0.0 0.0 0.0
C -0.987 2.155 6.314 0.0 0.0 0.0
C -3.463 1.929 2.593 0.2 0.0 -0.1
O -1.986 4.018 -1.221 0.0 0.3 0.0
F 2.489 0.090 5.655 0.0 0.0 0.0
B 1.710 0.994 -1.478 -0.6 -0.5 0.1
C 0.815 0.789 7.142 0.0 0.0 0.1
N -1.125 2.111 -3.346 -0.4 0.3 1.0
H -3.106 2.109 -0.683 0.0 0.1 0.1
H -1.715 -0.085 -2.976 0.1 0.0 -0.1
C -2.840 1.542 0.207 0.1 -0.5 0.2
C 1.344 0.772 5.867 0.0 0.0 0.0
O 0.591 0.283 -0.823 0.2 0.2 0.0
C -1.591 -5.250 -2.490 0.0 0.0 0.1
H 0.968 -2.136 0.101 0.1 0.1 0.0
H 4.131 3.842 0.423 0.1 0.0 -0.1
H 1.198 1.386 3.822 0.0 0.0 0.1
P -0.377 3.684 -1.164 0.0 -0.1 0.0
H 5.013 2.712 1.433 0.0 0.1 -0.1
H 5.734 3.248 -0.095 0.0 0.0 0.1
O -3.457 2.469 -3.596 -0.4 0.2 -0.2
H 3.672 0.008 -2.285 0.0 -0.1 -0.1
S 2.117 -1.797 -2.406 0.1 0.1 -0.4
```
Positions in Å, forces in eV/Å.

=====

6.
# C4H6OS

A single C4H6OS molecule (wB97M-V/def2-TZVPD, OMol25).

As for the lowest unoccupied orbital energy: -0.0491 Eh. Its gap between HOMO and LUMO is 0.28335 hartree. For the maximum force, the calculation gives 2.52 eV/Å. The multiplicity is 1. The value obtained for the energy above the lowest of the compared OMol25 structures with the same formula, charge and spin is 25.1 kcal/mol. The SMILES is CC(=O)C(C)=S.

XYZ file:
```
12
Properties=species:S:1:pos:R:3:forces:R:3
H -0.538 2.108 -0.920 0.1 -0.3 0.3
H -0.252 2.095 0.805 -0.3 0.0 -0.2
H -1.927 2.003 0.126 -0.2 -0.2 0.3
S -2.002 -0.808 -0.077 0.3 -0.4 0.1
C -0.736 0.179 0.005 -0.3 2.0 -0.7
H 0.373 -2.146 -0.778 0.9 -0.2 0.0
O 1.642 0.648 -0.123 -2.2 -1.2 -0.1
C 0.727 -0.182 -0.086 2.0 -0.7 0.8
C 0.990 -1.673 0.001 -0.2 0.4 0.6
H 0.553 -2.055 0.941 0.1 0.3 -0.3
C -0.903 1.670 0.028 0.4 0.5 -0.2
H 2.072 -1.839 0.080 -0.4 -0.2 -0.7
```
Positions in Å, forces in eV/Å.

=====

7.
# C5H11N2O

2 unconnected molecules or ions with the total composition C5H11N2O (wB97M-V/def2-TZVPD, OMol25).

As for the lowest unoccupied orbital energy (spin up / spin down): -0.3338 / -0.4773 Eh. Its gap between HOMO and LUMO (spin up / spin down) is 0.39133 / 0.25388 hartree. For the maximum force, the calculation gives 5.47 eV/Å. As for the charge: +2. The multiplicity is 2. The value obtained for the energy above the lowest of the compared OMol25 structures with the same formula, charge and spin is 28.7 kcal/mol.

XYZ file:
```
19
Properties=species:S:1:pos:R:3:forces:R:3
H -0.354 2.655 2.931 -0.3 0.3 0.3
C 0.005 1.927 0.956 0.1 3.1 -0.3
H -0.404 -3.920 -1.801 0.1 1.2 -1.5
N 1.525 0.255 -0.134 -2.2 0.0 -1.4
H 2.281 -1.251 -1.614 0.3 0.4 0.6
H -1.738 -0.068 -0.753 2.2 0.0 1.0
H 0.058 0.920 2.881 0.3 0.0 0.4
H 2.252 0.613 0.392 2.6 0.7 0.8
O -0.922 -3.209 -2.306 0.3 -2.2 2.4
H -0.208 -1.764 -1.997 -0.5 0.0 0.4
C -0.593 -0.106 -0.539 -2.7 -1.4 -4.5
H 0.812 2.741 0.965 -0.5 -1.7 -0.1
H -1.522 1.370 2.374 -1.0 0.2 0.3
N 0.138 -0.930 -1.411 2.1 2.4 3.5
C 0.252 0.817 0.115 2.0 -2.5 0.3
C -0.519 1.716 2.436 0.8 -1.0 -0.8
H -1.751 -3.525 -1.871 -0.2 1.0 -1.0
C 1.514 -0.698 -1.069 -3.4 -0.2 -0.6
H -0.825 2.455 0.444 -0.1 -0.1 0.2
```
Positions in Å, forces in eV/Å.

=====

maximum force of number 6 (C4H6OS)?
2.52 eV/Å

=====

Among the records above, which one has the lowest maximum force?
C21H25N5O3OsS2

=====

Which of these has the lowest maximum force?
C21H25N5O3OsS2

=====

maximum force of number 6 (C4H6OS)?
2.52 eV/Å